(1)
20
Properties=species:S:1:pos:R:3 method="wB97M-V/def2-TZVPD" lumo_ha="0.024 / -0.115" spin_multiplicity=3 charge=0 homo_lumo_gap_ev="4.5 / 6.8"
C 1.37 2.48 0.72
C -1.77 1.19 1.45
C 0.15 -0.93 -1.95
C -1.15 2.21 0.60
N 2.28 0.75 -1.52
N 2.20 -1.93 -0.73
N 0.18 2.66 0.97
O 2.52 2.61 0.64
S 1.54 -0.39 -1.05
H -2.13 1.62 2.49
H -2.61 0.82 0.93
H -1.06 0.33 1.55
H -0.35 -1.79 -1.54
H 0.27 -0.83 -3.03
H -0.38 -0.13 -1.63
H -1.14 1.96 -0.51
H -1.83 3.21 0.59
H 3.17 -2.05 -0.39
H 1.45 -2.45 -0.30
H 0.99 -0.21 0.11



(2)
30
Properties=species:S:1:pos:R:3 method="wB97M-V/def2-TZVPD" lumo_ha=0.018 spin_multiplicity=1 charge=0 homo_lumo_gap_ev=8.3
C -1.34 3.24 1.09
C -0.58 1.93 1.44
Br 1.13 1.93 0.44
C -1.44 0.65 1.14
P -1.00 -0.66 2.46
P -0.39 -1.98 4.15
O 1.03 -2.73 3.55
Cl -1.74 -3.58 4.30
H -1.56 3.21 0.01
H -0.68 4.08 1.33
H -2.32 3.29 1.59
H -0.30 1.89 2.51
H -1.29 0.28 0.12
H -2.50 0.92 1.30
H -1.93 -0.04 3.37
H -1.51 -1.75 1.67
H 0.38 -0.24 2.40
H 1.68 -2.02 3.59
C 2.35 0.07 -3.29
C 1.73 -1.17 -2.67
C 0.32 -1.46 -3.19
C -0.62 -0.39 -2.84
N -1.35 0.45 -2.58
H 1.77 0.97 -3.05
H 3.36 0.22 -2.91
H 2.40 -0.02 -4.38
H 1.71 -1.07 -1.59
H 2.36 -2.03 -2.90
H -0.04 -2.40 -2.76
H 0.34 -1.59 -4.28



(3)
82
Properties=species:S:1:pos:R:3 method="wB97M-V/def2-TZVPD" lumo_ha=-0.205 spin_multiplicity=1 charge=+2 homo_lumo_gap_ev=7.9
Y -0.14 -1.06 0.29
C 3.32 -2.60 2.63
C 2.36 -1.77 3.44
N 2.75 -1.31 4.61
C 1.87 -0.62 5.36
C 0.58 -0.35 4.98
C -0.32 0.45 5.89
O -1.56 -0.20 6.16
C 0.17 -0.80 3.71
C -1.22 -0.53 3.28
N -1.65 -0.50 2.07
C -3.04 -0.18 1.89
C -3.68 0.76 2.69
C -5.02 1.05 2.52
C -5.75 0.42 1.53
C -5.13 -0.50 0.69
C -3.79 -0.77 0.88
I -2.91 -2.15 -0.44
C 1.06 -1.53 2.94
O 0.71 -2.02 1.74
H 4.27 -2.65 3.15
H 3.47 -2.17 1.64
H 2.93 -3.61 2.49
H 2.23 -0.28 6.33
H -0.58 1.40 5.44
H 0.22 0.67 6.81
H -1.43 -0.88 6.83
H -1.92 -0.37 4.10
H -3.12 1.28 3.46
H -5.50 1.78 3.17
H -6.81 0.64 1.39
H -5.69 -0.99 -0.09
C -0.60 -4.19 -2.48
As 0.59 -2.98 -1.56
C 2.06 -4.19 -1.22
C 1.22 -1.80 -2.99
C 0.87 -2.05 -4.31
C 1.29 -1.21 -5.33
C 2.08 -0.10 -5.03
C 2.43 0.16 -3.72
C 2.00 -0.68 -2.69
As 2.56 -0.35 -0.85
C 4.22 -1.38 -0.86
C 3.42 1.38 -0.92
H -1.44 -3.66 -2.94
H -0.98 -4.90 -1.75
H -0.05 -4.72 -3.25
H 2.71 -4.23 -2.09
H 1.63 -5.17 -1.02
H 2.62 -3.88 -0.34
H 0.26 -2.91 -4.57
H 1.02 -1.42 -6.36
H 2.42 0.55 -5.83
H 3.05 1.02 -3.50
H 4.75 -1.07 -1.76
H 4.03 -2.44 -0.89
H 4.80 -1.13 0.01
H 4.22 1.35 -1.65
H 3.85 1.55 0.07
H 2.73 2.19 -1.15
C 0.61 4.60 0.86
C -0.41 4.66 -0.27
C -1.21 3.36 -0.42
S -0.17 2.12 -1.19
O -0.72 0.75 -0.73
C -0.64 2.26 -2.93
C -1.86 1.44 -3.35
C -3.21 2.12 -3.15
H 1.25 5.48 0.86
H 1.26 3.72 0.78
H 0.10 4.55 1.83
H 0.09 4.90 -1.22
H -1.12 5.47 -0.10
H -2.11 3.48 -1.02
H -1.48 2.93 0.55
H 0.25 1.94 -3.47
H -0.77 3.34 -3.09
H -1.85 0.48 -2.83
H -1.72 1.21 -4.40
H -3.46 2.24 -2.09
H -4.01 1.52 -3.59
H -3.24 3.10 -3.62



(4)
104
Properties=species:S:1:pos:R:3 method="wB97M-V/def2-TZVPD" lumo_ha=-0.004 spin_multiplicity=1 charge=0 homo_lumo_gap_ev=7.9
C -2.18 -0.20 0.07
C -3.52 0.25 -0.04
C -4.16 0.88 -1.34
F -5.57 0.81 -1.12
O -3.76 2.26 -1.38
C -3.34 2.48 -2.73
O -3.37 3.64 -3.13
C -2.88 1.12 -3.50
O -1.51 1.05 -3.13
C -3.29 1.42 -5.00
Br -4.12 -0.17 -5.93
C -2.11 1.91 -5.94
C -1.34 3.19 -5.44
Br -0.84 0.44 -6.46
C -3.89 0.15 -2.75
C -3.66 -1.42 -2.74
C -2.35 -1.93 -3.47
C -1.12 -2.15 -2.45
C -2.69 -3.41 -4.01
H -2.06 -1.28 0.40
H -1.32 0.48 -0.18
H -4.15 0.18 0.90
H -1.02 0.39 -3.66
H -4.10 2.21 -5.06
H -2.60 2.21 -6.93
H -0.46 3.41 -6.13
H -1.01 3.16 -4.36
H -2.03 4.09 -5.55
H -4.93 0.26 -3.21
H -3.65 -1.87 -1.70
H -4.57 -1.88 -3.25
H -2.01 -1.32 -4.36
H -0.36 -1.32 -2.51
H -0.59 -3.10 -2.81
H -1.47 -2.37 -1.40
H -3.72 -3.48 -4.48
H -1.88 -3.81 -4.70
H -2.71 -4.13 -3.12
C -0.10 -0.95 6.98
C 0.26 -0.15 5.73
N -0.15 -0.80 4.50
C 0.45 -0.21 3.31
C 0.07 1.24 2.97
C -1.56 -1.14 4.38
C -2.58 -0.01 4.52
H 0.29 -1.96 6.93
H 0.33 -0.47 7.86
H -1.18 -1.00 7.14
H 1.35 -0.04 5.73
H -0.16 0.86 5.82
H 0.23 -0.84 2.44
H 1.54 -0.26 3.42
H -0.94 1.31 2.57
H 0.75 1.62 2.20
H 0.16 1.90 3.83
H -1.79 -1.90 5.14
H -1.73 -1.66 3.43
H -2.37 0.64 5.37
H -3.58 -0.44 4.68
H -2.64 0.60 3.62
C 2.50 3.56 0.79
C 2.88 4.36 -0.45
N 2.48 3.73 -1.70
C 3.09 4.33 -2.87
C 2.73 5.78 -3.20
C 1.06 3.40 -1.82
C 0.05 4.53 -1.69
H 2.89 2.54 0.73
H 2.93 4.03 1.68
H 1.42 3.52 0.94
H 3.97 4.47 -0.44
H 2.47 5.38 -0.35
H 2.88 3.71 -3.75
H 4.18 4.27 -2.75
H 1.73 5.87 -3.61
H 3.42 6.17 -3.96
H 2.82 6.44 -2.33
H 0.82 2.64 -1.07
H 0.89 2.90 -2.78
H 0.25 5.18 -0.83
H -0.95 4.10 -1.54
H 0.00 5.14 -2.59
C 5.38 -5.10 3.22
C 4.47 -4.53 2.14
N 3.11 -5.06 2.19
C 2.33 -4.75 1.00
C 2.02 -3.28 0.71
C 2.41 -4.90 3.46
C 2.24 -3.49 4.01
H 5.39 -6.19 3.19
H 6.41 -4.75 3.05
H 5.09 -4.77 4.22
H 4.91 -4.79 1.17
H 4.49 -3.44 2.20
H 1.39 -5.31 1.03
H 2.86 -5.16 0.13
H 1.26 -2.89 1.38
H 1.63 -3.19 -0.31
H 2.91 -2.65 0.77
H 2.93 -5.50 4.21
H 1.42 -5.37 3.38
H 3.17 -2.91 3.96
H 1.95 -3.54 5.06
H 1.46 -2.94 3.49



Among the records above, which one has the highest charge?
C30H42As2IN2O3SY